Here is a 10-piece molecular cluster, C44H117N9O14 overall at a distorted geometry from OMol25. Energies are from ωB97M-V/def2-TZVPD.

- E_LUMO (eV) = 0.51
- relative energy (zero: lowest compared OMol25 entry of this formula, charge and spin) (eV) = 0.000
- energy (eV) = -89592.2538
- orbital gap (eV) = 8.74
- molar mass (u) = 996.5
- SMILES string = COC[C@H](C)N.COC[C@H](C)N.COC[C@H](C)N.COC[C@H](C)N.COC[C@H](C)N.COC[C@H](C)N.COCCNCCOC.COCCNCCOC.COCCNCCOC.OCCO

XYZ file:
```
184
Properties=species:S:1:pos:R:3:forces:R:3:mulliken_charge:R:1
C -1.66588 4.25681 -4.95997 0.04 -0.36 0.24 -1.438
C -1.19142 3.07617 -5.79385 0.72 0.68 -2.01 0.662
C -1.49298 1.70546 -5.20747 -0.45 0.22 0.25 0.001
O -2.85269 1.31391 -5.41520 0.45 -0.21 -0.12 -0.353
C -3.04102 0.30538 -6.40481 -0.49 0.59 0.63 -0.727
N -1.64203 3.24370 -7.23355 -0.68 -0.76 0.74 -0.814
H -1.12984 4.31023 -4.00641 -0.10 -0.25 -0.01 0.271
H -2.73165 4.13641 -4.74407 0.03 0.27 -0.05 0.287
H -1.45857 5.20090 -5.45729 -0.24 -0.03 -0.24 0.436
H -0.10682 3.16905 -5.98318 -0.11 -0.16 0.84 0.150
H -1.36642 1.74512 -4.12032 0.25 -0.14 -0.10 -0.228
H -0.80473 0.96669 -5.63028 -0.09 -0.08 0.08 0.363
H -3.13417 0.76401 -7.39124 0.15 -0.23 -0.16 0.305
H -3.99053 -0.15963 -6.13675 0.02 -0.16 -0.24 0.207
H -2.25188 -0.44570 -6.37046 0.08 -0.01 -0.10 0.343
H -2.65441 3.07771 -7.28960 0.29 0.28 0.20 0.291
H -1.26718 2.45347 -7.76530 0.14 0.31 0.10 0.289
C 7.28081 4.10580 0.71067 0.34 -0.14 0.40 -0.923
C 7.34416 3.03862 -0.35898 -1.05 0.71 -1.66 0.309
C 6.74032 1.72454 0.08218 0.54 -0.57 0.59 -0.040
O 6.80294 0.76802 -0.96927 -0.53 -0.09 0.12 -0.388
C 5.99659 -0.39830 -0.73892 1.41 0.31 -0.45 -0.646
N 6.62626 3.57249 -1.55493 -0.74 -0.31 0.67 -0.553
H 7.53865 3.68376 1.68720 0.05 0.24 0.03 0.329
H 6.28538 4.54691 0.76375 0.00 -0.22 0.09 0.038
H 7.95442 4.92678 0.47227 0.15 -0.05 0.05 0.356
H 8.36225 2.88525 -0.72205 0.16 -0.31 0.46 0.333
H 5.68404 1.80175 0.38876 0.17 0.38 0.15 -0.235
H 7.35813 1.39911 0.94613 -0.45 -0.30 -0.13 0.465
H 6.40837 -0.93686 0.12522 -0.54 0.05 0.11 0.361
H 6.18029 -1.02521 -1.61603 -0.21 0.01 0.09 0.316
H 4.92588 -0.17753 -0.67309 0.07 0.08 0.29 0.133
H 5.84278 4.12954 -1.20612 0.24 0.09 -0.11 0.335
H 6.12706 2.78419 -1.97278 0.67 0.34 -0.46 0.090
C -2.40221 -3.30047 0.12916 1.31 0.31 -0.51 -0.213
C -2.59920 -4.56490 -0.66747 -0.53 -0.07 0.09 1.084
C -4.08487 -4.85471 -0.74535 -0.70 0.23 -0.61 -0.632
O -4.24952 -6.21976 -1.12077 0.88 0.42 0.41 -0.393
C -5.43951 -6.49495 -1.73680 -1.87 -0.10 -0.89 -0.779
N -1.93019 -4.43078 -1.96276 -0.21 -0.27 -0.28 -0.746
H -2.81907 -2.46553 -0.44211 -0.48 -0.01 0.34 0.290
H -1.33007 -3.07631 0.12992 -0.04 -0.16 0.22 -0.538
H -2.72735 -3.34519 1.16205 -0.56 0.07 -0.07 0.201
H -2.18825 -5.45667 -0.18762 0.30 0.23 0.24 -0.170
H -4.57789 -4.20010 -1.49071 0.30 -0.12 -0.04 0.121
H -4.60994 -4.62014 0.19358 0.24 -0.39 0.13 0.405
H -6.33809 -6.19352 -1.16828 0.29 -0.09 0.30 0.288
H -5.52591 -7.56244 -1.93443 0.19 -0.08 0.17 0.337
H -5.59173 -5.99655 -2.71389 0.47 0.08 0.12 0.298
H -2.42368 -5.00052 -2.64730 0.26 0.01 0.06 0.306
H -1.93934 -3.47774 -2.31428 -0.20 0.01 0.19 0.236
C 3.72757 4.41536 1.44895 -0.18 1.42 -1.32 -0.480
C 2.43110 4.05116 0.72748 -0.20 -0.85 0.73 0.174
C 2.78699 3.31937 -0.56268 -0.73 -0.51 0.07 -0.485
O 3.52990 4.19259 -1.37954 0.98 -0.73 0.53 -0.119
C 2.69435 5.06393 -2.05692 -1.06 -0.17 -0.46 -0.836
N 1.51676 3.26854 1.65604 1.70 0.93 0.13 -0.313
H 4.40526 3.56746 1.49942 -0.03 -0.05 0.49 -0.097
H 3.55835 4.96522 2.37128 -0.05 -0.56 0.46 -0.102
H 4.19394 5.18894 0.81687 0.24 -0.40 0.09 0.539
H 1.89950 4.95974 0.43413 -0.08 -0.09 0.30 0.310
H 1.90963 2.97119 -1.12651 -0.22 0.23 0.22 0.554
H 3.32180 2.37926 -0.35254 0.49 0.45 -0.01 -0.194
H 3.30935 5.75387 -2.61658 -0.02 0.17 -0.17 0.355
H 1.99991 5.58528 -1.38870 0.27 0.34 -0.04 0.188
H 2.03747 4.46227 -2.70370 0.12 0.31 -0.39 0.252
H 2.14822 2.62285 2.16012 -0.23 -0.09 -0.43 -0.476
H 1.47862 3.95502 2.43317 -0.90 -0.51 -0.33 0.491
C 5.25610 3.22268 5.14723 0.41 0.70 -0.25 -1.592
C 4.12423 2.38215 5.71329 0.32 1.44 1.05 1.800
C 3.81268 1.14844 4.94345 0.38 -1.92 0.11 -1.365
O 3.43540 1.43490 3.61584 0.67 0.79 0.59 0.161
C 3.20570 0.31686 2.83504 -1.03 -1.12 -0.32 -0.667
N 4.44440 2.00960 7.10070 -0.27 -0.47 0.24 -0.801
H 5.06102 3.43402 4.09164 0.17 -0.11 0.06 0.095
H 6.27208 2.83878 5.28066 -0.28 -0.64 -0.19 0.367
H 5.33776 4.20138 5.64234 -0.46 -0.12 0.03 0.426
H 3.25760 3.05952 5.74352 -0.20 -0.32 -0.52 -0.365
H 3.08456 0.52189 5.50780 -0.50 0.58 -0.48 0.316
H 4.65143 0.42200 4.94578 0.29 0.67 -0.14 0.409
H 2.89693 0.68958 1.85898 -0.28 -0.18 -0.06 -0.020
H 2.42144 -0.28421 3.31815 -0.24 -0.01 -0.41 0.162
H 3.99283 -0.42388 2.63624 0.66 0.57 0.46 0.393
H 4.59090 2.83828 7.66748 0.16 0.06 -0.20 0.319
H 3.63042 1.56202 7.52405 0.21 -0.04 -0.12 0.284
C 4.79706 2.84302 -5.78343 -0.84 -0.51 -0.68 -1.800
C 4.50361 2.20855 -4.43556 -0.66 0.96 0.88 1.040
C 3.37809 1.21050 -4.49180 -0.48 -0.38 -0.80 0.037
O 3.87763 0.12372 -5.22691 0.39 -0.20 -0.65 -0.397
C 3.12814 -1.04714 -5.10653 0.22 -0.01 0.07 -0.695
N 5.70264 1.66299 -3.80143 -0.12 -0.48 -0.80 -0.469
H 5.00388 2.12124 -6.58046 0.55 -0.05 0.30 0.327
H 5.55987 3.60711 -5.69513 0.16 -0.02 -0.09 0.466
H 3.85665 3.28663 -6.14003 0.22 0.30 0.18 0.336
H 4.05793 3.05485 -3.89006 0.58 -0.16 0.63 -0.180
H 2.49780 1.64325 -5.00139 0.07 -0.02 0.02 0.274
H 3.00950 0.84673 -3.52235 0.33 0.24 0.27 -0.083
H 3.65477 -1.86470 -5.59696 0.13 0.09 -0.02 0.269
H 2.15789 -0.93967 -5.59350 -0.32 -0.07 0.26 0.258
H 3.06546 -1.25994 -4.03863 -0.56 -0.40 0.09 0.254
H 5.51216 1.20598 -2.91133 -0.21 0.26 -0.01 -0.161
H 5.92944 0.86999 -4.40854 0.36 0.23 0.18 0.436
C 0.55055 0.13891 -0.10220 1.18 -0.48 0.58 1.845
C -0.46178 -0.70350 -0.82432 -0.78 0.83 -0.13 -0.959
O -0.90902 -0.07370 -2.03268 0.19 -0.31 0.26 -0.351
O 0.06093 1.45164 -0.09942 0.16 0.21 0.28 -0.689
H 1.59012 0.08273 -0.47887 -0.35 0.09 -0.60 -0.062
H 0.67935 -0.26353 0.92091 -0.38 0.08 -0.08 -0.532
H -1.32386 -0.72873 -0.14157 0.09 -0.42 -0.08 -0.085
H -0.12116 -1.70695 -1.05172 0.08 -0.06 -0.07 0.559
H -1.30181 0.75675 -1.72859 0.20 -0.03 -0.22 0.194
H 0.59949 1.96945 0.53077 -0.40 0.36 0.02 0.230
C -4.55480 0.03706 -1.02067 0.78 0.67 0.28 -0.602
O -4.75971 -1.09941 -1.80237 0.17 0.02 -0.38 -0.103
C -5.31203 -0.87219 -3.08818 -0.63 -1.19 -0.50 -0.100
C -6.78815 -0.47932 -2.97152 0.73 0.73 -0.04 -1.112
N -7.56374 -1.41323 -2.19186 -0.33 0.56 -0.13 -0.330
C -7.75679 -2.70633 -2.85473 1.01 1.11 1.45 -0.150
C -8.66944 -3.56044 -2.03194 0.77 -1.89 -1.30 -0.670
O -9.94572 -3.04714 -1.99041 -0.09 0.78 0.53 -0.323
C -10.91564 -4.02499 -2.10475 -0.46 -0.87 -0.46 -0.762
H -4.00355 -0.30604 -0.14499 -0.29 0.07 0.24 0.027
H -5.46413 0.57397 -0.73660 -0.13 -0.25 0.15 0.394
H -3.89740 0.78765 -1.48878 -0.11 -0.21 -0.32 0.220
H -5.27614 -1.86851 -3.54295 0.19 0.13 -0.15 0.288
H -4.74133 -0.20939 -3.74847 0.18 0.29 0.46 0.028
H -7.23558 -0.32469 -3.95557 0.04 -0.13 -0.05 0.446
H -6.76784 0.50570 -2.49452 -0.49 -0.01 0.08 0.395
H -7.05848 -1.52342 -1.31822 -0.22 -0.34 0.04 0.303
H -6.76675 -3.18192 -2.90132 -0.27 -0.53 -0.51 0.106
H -8.17823 -2.52506 -3.83919 0.01 -0.11 -0.15 0.314
H -8.24534 -3.87594 -1.07110 -0.10 0.59 0.33 0.260
H -8.68807 -4.51717 -2.59679 -0.10 0.05 0.15 0.393
H -11.86370 -3.50233 -2.14673 -0.27 -0.22 0.09 0.268
H -10.89917 -4.79278 -1.31785 -0.05 0.40 0.35 0.303
H -10.76536 -4.61936 -3.02278 -0.17 0.29 -0.11 0.328
C 3.14391 -3.76645 1.58560 0.33 0.36 -0.68 -0.859
O 2.41302 -3.06025 2.55185 -0.42 0.23 0.26 -0.385
C 1.01292 -3.22398 2.39288 0.00 -0.32 0.26 0.521
C 0.54861 -4.59829 2.86704 -0.44 -0.14 -0.14 -0.809
N -0.87100 -4.75665 2.65129 0.57 -1.15 -0.31 0.490
C -1.57252 -5.77876 3.40564 0.79 0.64 0.88 -0.648
C -2.92058 -6.04953 2.78077 0.35 -0.49 -0.28 -0.701
O -3.81086 -4.97630 2.92094 -0.37 0.11 -0.35 -0.121
C -4.66236 -5.11145 4.02952 -0.38 0.18 0.24 -0.843
H 2.78427 -3.57159 0.55987 -0.20 0.02 0.21 0.311
H 3.13555 -4.84921 1.72183 0.14 0.01 0.20 0.328
H 4.15533 -3.36119 1.61343 0.12 -0.32 0.17 0.319
H 0.78934 -3.04461 1.33307 -0.32 -0.21 0.01 -0.090
H 0.46113 -2.49365 2.99198 0.40 0.28 -0.01 -0.120
H 0.76825 -4.73266 3.94003 0.14 0.33 -0.10 0.357
H 1.12195 -5.38407 2.35162 -0.14 0.02 -0.02 0.284
H -1.40615 -4.04359 2.20459 0.00 0.21 0.14 -0.296
H -1.55429 -5.43414 4.46262 -0.84 -0.31 -0.06 0.331
H -1.00523 -6.71903 3.47872 0.08 0.13 -0.60 0.445
H -3.40957 -6.97962 3.08750 0.23 0.01 0.47 0.551
H -2.71147 -6.21472 1.72089 -0.17 0.30 -0.11 0.072
H -5.56874 -4.53653 3.83456 0.14 0.19 0.04 0.243
H -4.18724 -4.74888 4.94734 -0.05 -0.05 0.03 0.242
H -4.99111 -6.14611 4.18110 0.19 -0.02 -0.04 0.349
C -2.06460 -1.49835 5.67169 -0.71 -0.84 -0.14 -0.953
O -1.19794 -0.81210 4.81374 -0.05 -0.60 -0.43 -0.189
C -1.90133 0.04640 3.94741 0.21 1.79 0.60 -1.306
C -0.90868 0.83637 3.09974 0.38 0.37 0.32 0.873
N -0.68141 2.20842 3.60740 -0.06 -0.29 -0.69 -0.448
C 0.07689 2.25121 4.82784 -0.41 0.00 0.90 0.212
C 0.34054 3.66680 5.27968 0.23 -0.30 0.47 -1.120
O 1.31374 4.25896 4.44150 0.28 0.44 0.08 -0.076
C 1.64140 5.58655 4.83871 -0.30 -0.47 0.23 -0.948
H -1.59183 -2.40094 6.06384 0.43 0.39 0.23 0.265
H -2.92769 -1.91936 5.12639 0.01 0.38 -0.04 0.327
H -2.44279 -0.85769 6.47431 0.07 -0.02 0.07 0.325
H -2.40894 0.81324 4.56395 -0.13 -0.18 -0.09 0.449
H -2.70250 -0.38669 3.33754 0.34 -0.74 0.09 0.576
H -1.31304 0.90367 2.09028 0.30 0.15 -0.09 0.286
H 0.07991 0.34232 3.10057 -0.41 -0.45 -0.26 -0.608
H -0.12461 2.68666 2.90446 -0.31 0.02 -0.15 0.371
H 1.04197 1.71278 4.84743 -0.08 -0.02 -0.42 -0.161
H -0.51594 1.79322 5.63011 0.00 -0.05 -0.08 0.376
H 0.72730 3.56716 6.30936 0.08 0.38 -0.10 0.359
H -0.56616 4.28189 5.31209 -0.05 -0.11 -0.12 0.475
H 0.77684 6.24027 4.67371 0.19 0.12 0.03 0.280
H 2.50476 5.91252 4.26663 -0.06 0.05 -0.19 0.255
H 1.91923 5.61273 5.90135 -0.09 0.01 -0.07 0.327
```
Forces are in eV/Å.